[1]
Entry from OMol25: a cluster of 5 separate species, H10O5 in total (ωB97M-V/def2-TZVPD).

The total energy comes out at -10400.3904 eV. Its charge is 0. The SMILES is O.O.O.O.O. The lowest unoccupied orbital energy is 0.561 eV. As for the multiplicity: 1. As for the HOMO-LUMO gap: 11.5323 eV. As for the energy above the lowest of the compared OMol25 structures with the same formula, charge and spin: 44.30 kJ/mol.

Structure (XYZ):
```
15
H10O5 ωB97M-V/def2-TZVPD
H -0.89 0.33 1.09
H -1.99 -0.62 0.89
H 1.00 1.32 0.29
H 0.43 2.69 -0.12
H -0.09 -2.06 0.58
H -0.06 -1.65 -0.92
H -2.25 0.27 -1.60
H -1.15 0.99 -0.71
H 1.75 -0.79 -0.20
H 3.02 -0.10 0.37
O -1.22 -0.48 1.48
O 0.17 1.90 0.30
O 0.48 -2.04 -0.20
O -1.41 0.14 -1.18
O 2.20 0.11 -0.06
```

Results of the natural (NBO) charge analysis, in e, for atoms 1 through 6: H 0.48; H 0.47; H 0.52; H 0.48; H 0.51; H 0.50

[2]
Entry from OMol25: a structure of composition C27H34BrInN6O3S (ωB97M-V/def2-TZVPD).

The total energy comes out at -129675.7517 eV. Its charge is +2. The lowest unoccupied orbital energy is -5.689 eV. As for the multiplicity: 1. As for the HOMO-LUMO gap: 7.0195 eV. As for the energy above the lowest of the compared OMol25 structures with the same formula, charge and spin: 10.44 kJ/mol.

Structure (XYZ):
```
73
C27H34BrInN6O3S ωB97M-V/def2-TZVPD
In 0.69 -1.14 1.57
N 1.55 -3.26 1.21
C 0.91 -4.28 2.07
C -0.59 -4.15 1.93
N -1.03 -2.76 2.22
C -1.44 -2.49 3.63
C -0.34 -1.80 4.41
N 0.02 -0.54 3.71
H 2.53 -3.13 1.46
H 1.52 -3.53 0.23
H 1.22 -5.29 1.82
H 1.22 -4.09 3.10
H -0.86 -4.37 0.89
H -1.10 -4.88 2.56
H -1.81 -2.55 1.62
H -2.31 -1.84 3.61
H -1.73 -3.41 4.13
H -0.67 -1.63 5.43
H 0.56 -2.42 4.45
H -0.75 0.13 3.77
H 0.83 -0.10 4.13
Br 6.99 -1.79 -1.15
C 6.31 -0.64 0.17
C 7.13 0.35 0.71
C 6.60 1.21 1.67
C 5.27 1.09 2.07
C 4.48 0.10 1.53
C 5.00 -0.79 0.58
C 3.04 -0.09 1.89
O 2.13 0.70 1.48
O 2.68 -1.16 2.52
H 8.16 0.44 0.40
H 7.23 1.98 2.09
H 4.87 1.79 2.80
H 4.38 -1.55 0.14
N -4.43 3.44 -1.11
C -5.46 3.74 -1.98
C -6.21 4.91 -2.19
C -7.18 4.83 -3.15
C -7.41 3.64 -3.89
C -6.67 2.51 -3.68
C -5.67 2.56 -2.69
N -4.80 1.58 -2.27
C -4.08 2.14 -1.34
C -3.04 1.42 -0.61
C -2.78 0.08 -0.94
C -1.80 -0.60 -0.26
N -1.07 -0.04 0.74
C -1.31 1.25 1.03
C -2.27 2.00 0.39
H -4.03 4.08 -0.44
H -6.04 5.82 -1.62
H -7.79 5.70 -3.36
H -8.19 3.64 -4.64
H -6.84 1.60 -4.24
H -3.35 -0.39 -1.73
H -1.56 -1.63 -0.52
H -0.68 1.69 1.80
H -2.40 3.03 0.69
O 1.37 -1.11 -0.57
S 1.31 0.18 -1.45
C 1.02 -0.49 -3.12
C 2.23 -0.09 -3.98
C 3.44 -0.14 -3.04
C 3.00 0.67 -1.83
H 0.06 -0.13 -3.49
H 0.98 -1.56 -2.95
H 2.10 0.92 -4.37
H 2.33 -0.76 -4.83
H 4.34 0.29 -3.49
H 3.67 -1.16 -2.75
H 2.92 1.74 -2.05
H 3.60 0.55 -0.92
```

Results of the natural (NBO) charge analysis, in e, for atoms 1 through 6: In 1.84; N -0.86; C -0.24; C -0.24; N -0.66; C -0.24

[3]
Entry from OMol25: the molecule C3H4N2O (ωB97M-V/def2-TZVPD).

The total energy comes out at -8202.9849 eV. Its charge is 0. The SMILES is Oc1cc[nH]n1. The lowest unoccupied orbital energy is 1.054 eV. As for the multiplicity: 1. As for the HOMO-LUMO gap: 9.9601 eV. As for the energy above the lowest of the compared OMol25 structures with the same formula, charge and spin: 86.89 kJ/mol.

Structure (XYZ):
```
10
C3H4N2O ωB97M-V/def2-TZVPD
O 2.24 -0.10 0.07
C 0.89 -0.09 0.03
N 0.20 -1.21 -0.07
N -1.09 -0.80 -0.10
C -1.21 0.54 0.00
C 0.07 1.05 0.09
H 2.51 -1.02 -0.05
H -1.82 -1.49 -0.14
H -2.17 1.03 -0.01
H 0.37 2.09 0.18
```

Results of the natural (NBO) charge analysis, in e, for atoms 1 through 6: O -0.66; C 0.43; N -0.35; N -0.34; C -0.03; C -0.40

The highest charge belongs to which entry?
C27H34BrInN6O3S

The highest total energy belongs to which entry?
C3H4N2O